Entry 1:
The following is a quantum chemistry calculation of C28H18ClF3NO6RuSb as an isolated structure, from the Open Molecules 2025 dataset.

```
! wB97M-V def2-TZVPD RIJCOSX def2/J DEFGRID3
* xyz 2 5
H 0.2361 4.3824 -5.3749
N 0.8561 -0.9168 2.5478
C -3.6829 0.1235 -0.1156
Cl 2.4229 2.7729 2.4402
C 2.5138 -3.9022 3.9450
C -0.5574 3.8403 -4.8806
C -2.7149 0.2190 -1.1162
H -5.3441 -1.0357 0.6284
F -1.8949 4.1193 -6.7657
H -1.9141 -0.6497 -2.9386
C 1.8416 -1.8105 2.8723
H 3.4544 -0.7221 1.9139
H 1.7169 2.6847 -1.2995
Sb -1.3483 1.7899 -1.1223
H -3.5072 -2.5485 -2.9253
O 1.3514 3.0059 1.4058
C -4.4788 -1.8732 -1.1406
C 2.9941 0.9815 -1.2046
C -2.6997 2.4869 -3.6874
C -1.4738 2.6215 -3.0172
H -3.7605 2.8712 -5.5264
C 0.6665 -0.5184 -0.7794
C 1.7551 1.6095 -1.1775
H -3.7441 0.8512 0.6826
C 3.0462 -0.3885 -1.0011
H 1.9950 -2.2213 -0.6414
C 3.1703 -1.6154 2.4533
H 3.9087 1.5392 -1.3511
H -3.5349 1.9820 -3.2194
F 4.2207 -0.9925 -0.9890
H -1.8178 -2.2795 4.0444
C 4.1191 -2.5505 2.7714
F -5.3244 -2.8956 -1.1491
C 1.5032 -2.9571 3.6355
C -0.7849 -2.2012 3.7375
C -0.4233 3.3434 -3.6029
H 5.1410 -2.3944 2.4551
H -0.0750 -3.9903 4.6715
C -2.6420 -0.7338 -2.1395
C -4.5804 -0.9324 -0.1291
C 1.9039 -1.1531 -0.7846
C 0.1770 -3.1245 4.0726
O -2.5555 -0.1137 2.7446
O 3.0814 1.5386 1.8618
H 0.5044 3.5136 -3.0729
O 3.2955 3.8414 2.5775
H -0.2337 -1.1132 -0.6550
H 4.5653 -4.4262 3.7485
C -1.3955 -0.1041 2.4812
C -2.8412 2.9791 -4.9688
C -0.3957 -1.1189 2.9593
C 0.5745 0.8742 -0.9773
C 3.7943 -3.7064 3.5157
O 1.7472 2.3300 3.6191
Ru 1.0612 0.8163 1.4953
C -1.7648 3.6425 -5.5418
O -0.8464 0.7983 1.6378
H 2.2475 -4.7733 4.5274
C -3.5290 -1.7956 -2.1506
*
```

Output
Frontier orbital gap (spin up / spin down), eV: 7.798 / 5.924
Expectation value of S²: 6.025
E_HOMO (spin up / spin down), eV: -14.75 / -14.99

natural (NBO) charges in e: H 0.2630; N -0.4682; C -0.1855; Cl 2.4916; C -0.1351; C -0.2612; C -0.4546; H 0.2623; F -0.2711; H 0.2310; C 0.2479; H 0.2256; H 0.2511; Sb 1.6827; H 0.2594; O -0.7970; C 0.4517; C -0.2601; C -0.1773; C -0.4249; H 0.2652; C -0.2492; C -0.1839; H 0.2502; C 0.5042; H 0.2701; C -0.2612; H 0.2737; H 0.2413; F -0.2818; H 0.2756; C -0.1252; F -0.2851; C -0.1131; C -0.2216; C -0.1786; H 0.2456; H 0.2527; C -0.2152; C -0.2636; C -0.2730; C -0.0360; O -0.4812; O -0.8115; H 0.2201; O -0.6537; H 0.2648; H 0.2515; C 0.7458; C -0.2631; C 0.1271; C -0.4756; C -0.1769; O -0.7429; Ru 1.3915; C 0.4855; O -0.6771; H 0.2431; C -0.2700


Entry 2:
The following is a quantum chemistry calculation of C28H18Co2O10S2 as an isolated structure in a non-equilibrium geometry, from the Open Molecules 2025 dataset.

```
! wB97M-V def2-TZVPD RIJCOSX def2/J DEFGRID3
* xyz -2 1
C 3.5061 -3.0757 -0.2711
C 4.1982 -4.8529 -2.3213
H -0.9601 2.0738 -0.1641
O -2.8560 0.6107 0.7406
O -3.5742 1.8472 4.7602
H 4.4488 -5.5426 -3.1274
H 3.1872 -3.4567 -3.6409
H -3.5947 -5.5851 -2.6219
C 0.2895 2.4258 3.4126
C 1.8461 2.4402 -2.0685
H 1.4854 5.5623 -0.7296
H -4.6766 -1.7441 -0.9576
H -2.2001 5.5244 3.1036
C 0.5326 -1.7032 -1.5787
H 4.4753 -4.4496 1.0612
C -1.4604 4.1810 1.5232
O 0.8394 1.6310 2.7725
C 4.2133 -4.2396 0.0246
H -0.4003 5.7575 0.6189
H 5.0951 -6.0466 -0.7604
H 3.2224 -2.3830 0.5210
O -5.1283 4.2282 1.0878
C -0.6799 3.1683 5.9290
C -1.7963 4.5354 2.8458
O 0.6618 -4.2728 -1.0638
H -0.2034 -1.4269 -2.3279
H 2.5162 1.8643 -2.7015
C -2.0076 -4.4540 -1.7326
H -5.3302 -3.8464 -2.1421
C 4.5546 -5.1313 -0.9985
S 2.1760 -1.3459 -1.9674
C 0.1801 3.8944 -0.3233
C 3.1371 -2.8163 -1.5922
C -0.6088 4.6752 0.5917
C 3.4975 -3.6849 -2.6226
C -3.3324 -4.6558 -2.1177
C -4.1818 3.7875 1.5815
Co -0.5899 3.6956 4.2549
C 2.1241 3.7870 -1.7918
C -0.0951 2.5464 -0.6218
O 0.1335 -2.6628 0.7826
C -2.6984 1.6117 1.3082
O 2.2263 -1.1435 -3.4032
S 0.0716 -3.0237 -0.6158
C 0.6704 4.9014 4.4097
C -2.6021 -2.2929 -0.8080
C 0.7066 1.8481 -1.5168
O 1.5082 5.6952 4.4964
O -0.6826 2.8464 7.0403
C -4.2948 -3.6828 -1.8448
H -1.2558 -5.2127 -1.9331
C -3.1388 2.3677 3.8233
C -3.9314 -2.5030 -1.1895
C -1.6501 -3.2742 -1.0755
H 2.9953 4.2681 -2.2336
Co -2.6895 3.1115 2.2590
H -2.3048 -1.3836 -0.2884
H 0.4202 0.8332 -1.7745
O 2.7072 -0.3371 -1.0726
C 1.2980 4.5100 -0.9484
*
```

Output
Frontier orbital gap, eV: 6.182
E_HOMO, eV: -1.80

natural (NBO) charges in e: C -0.2081; C -0.2181; H 0.1886; O -0.5373; O -0.5495; H 0.1952; H 0.2350; H 0.1979; C 0.4316; C -0.2408; H 0.1875; H 0.2092; H 0.1837; C -1.2506; H 0.2039; C -0.0912; O -0.5085; C -0.2192; H 0.1757; H 0.1944; H 0.2512; O -0.5434; C 0.4373; C -0.5019; O -1.0057; H 0.2575; H 0.2188; C -0.1826; H 0.1968; C -0.2246; S 2.1727; C -0.0545; C -0.1992; C -0.3577; C -0.2194; C -0.2377; C 0.5724; Co 0.0156; C -0.2262; C -0.1665; O -0.9590; C 0.5644; O -0.9898; S 2.1810; C 0.5263; C -0.1366; C -0.1838; O -0.5671; O -0.5605; C -0.2273; H 0.2438; C 0.5124; C -0.2286; C -0.3146; H 0.1873; Co -0.1106; H 0.2471; H 0.2228; O -0.9545; C -0.2350


Entry 3:
The following is a quantum chemistry calculation of C28H18F3N6O2PtS as an isolated structure, from the Open Molecules 2025 dataset.

```
! wB97M-V def2-TZVPD RIJCOSX def2/J DEFGRID3
* xyz 3 1
C -1.4183 -0.6648 4.0077
C -2.1741 -3.8395 2.1730
C -0.0591 3.2815 1.1360
C -1.7580 -2.5096 2.5065
N 0.2687 1.3768 -1.7422
C 1.3422 1.4985 -2.5445
C 1.9772 2.1269 1.1285
N -0.7837 -1.2807 -0.7947
C 0.5581 4.4390 1.5696
C -1.2711 -1.7000 1.4859
C -0.0131 2.7125 -4.0970
C 1.2260 2.1767 -3.7341
C -1.8242 -1.9621 3.8026
C -2.4845 3.1058 -3.6221
C -1.1126 2.5609 -3.2702
C 3.9341 0.5403 1.3294
N -2.6148 -5.6629 0.6594
H -2.1986 -2.5602 4.6245
C 2.3241 -1.4075 0.2939
H 3.9657 -2.7531 0.5338
S -2.0705 1.4817 -0.7937
H -1.2811 -3.0782 -3.5558
H 2.2678 1.0496 -2.2100
H -0.0380 5.3229 1.7494
C 3.6141 -1.7386 0.6584
H -1.1229 3.2455 0.9521
C 4.4315 -0.7476 1.1811
Pt -0.1235 0.4675 0.0225
C 2.6309 0.8107 0.9514
C -1.2436 -2.1657 0.1371
H -0.4596 -0.8672 -2.7902
N 0.6370 2.1561 0.9098
O -2.5389 -6.4133 1.5963
H 1.6542 -2.1391 -0.1381
H 3.7160 3.2502 1.6672
C -0.9316 1.8800 -2.0752
C -2.1494 -4.2678 0.8956
C -0.8084 -1.6044 -2.0806
H -1.4739 -0.2073 4.9854
H -2.0706 -4.7365 -1.8999
H -0.1224 3.2451 -5.0339
H -2.5102 -4.5142 2.9504
N -0.8508 -0.4252 1.7111
N 1.8512 -0.1625 0.4327
C 2.6451 3.2682 1.5266
H 5.4477 -0.9736 1.4769
C 1.9318 4.4405 1.7452
H 2.4472 5.3403 2.0552
H -0.6010 1.1045 3.0690
C -1.7109 -3.4388 -0.2035
F -2.5033 3.6026 -4.8455
C -1.2687 -2.8504 -2.4991
F -3.3896 2.1205 -3.5335
C -0.9289 0.0828 2.9354
H 2.0880 2.2866 -4.3764
F -2.8304 4.0590 -2.7507
H 4.5580 1.3168 1.7474
O -3.0662 -5.9088 -0.4370
C -1.7101 -3.7709 -1.5790
*
```

Output
Frontier orbital gap, eV: 7.965
E_HOMO, eV: -17.90

natural (NBO) charges in e: C -0.2191; C -0.1372; C 0.0716; C 0.0054; N -0.4813; C 0.0540; C 0.1664; N -0.4301; C -0.2051; C 0.2100; C -0.0470; C -0.2282; C -0.0716; C 0.9817; C -0.1770; C -0.1823; N 0.5258; H 0.2717; C 0.0716; H 0.2742; S 0.1249; H 0.2782; H 0.2369; H 0.2781; C -0.2040; H 0.2515; C -0.0822; Pt 1.3023; C 0.1555; C 0.1082; H 0.2337; N -0.4495; O -0.2944; H 0.2237; H 0.2592; C 0.0974; C 0.0574; C 0.1046; H 0.2779; H 0.2955; H 0.2825; H 0.2905; N -0.4524; N -0.4933; C -0.1847; H 0.2730; C -0.0760; H 0.2736; H 0.2330; C 0.0076; F -0.2786; C -0.2231; F -0.3025; C 0.1038; H 0.2773; F -0.2983; H 0.2587; O -0.3403; C -0.0592


Entry 4:
The following is a quantum chemistry calculation of C28H19ClN4O2Y as an isolated structure in a non-equilibrium geometry, from the Open Molecules 2025 dataset.

```
! wB97M-V def2-TZVPD RIJCOSX def2/J DEFGRID3
* xyz 1 1
H 2.5452 5.6505 -0.2266
C 0.8390 -4.3722 -1.2420
C 2.6103 -5.3321 -2.5522
N 0.1575 -3.2272 -0.7311
Cl -6.4256 1.3049 4.2925
H -0.4785 -5.7892 -0.2929
C -0.8930 -3.2178 0.1613
C 0.3865 -5.6462 -0.9238
C 1.5196 5.3078 -0.2770
O -0.5610 1.1659 1.9646
C 0.4227 -1.9356 -1.0256
H 3.4779 -5.2087 -3.1852
C -1.2245 -1.9179 0.3593
C -1.1241 4.5072 -0.3612
C 2.8380 -7.7591 -2.7535
H -3.5867 1.3195 4.3619
C 3.6364 3.2339 -0.2313
C -5.2411 1.2752 3.0355
C 2.1565 -6.6106 -2.2367
N 1.8892 1.6198 -0.2499
H 2.4466 -0.3540 -0.0752
H 0.6866 -7.7490 -1.1687
H -1.6038 6.6022 -0.2816
C 1.9574 -4.2209 -2.0565
N 3.3896 -8.6758 -3.1716
H 3.9588 4.2632 -0.2395
C 4.5853 2.2342 -0.1691
H -2.0041 -1.5086 0.9798
C 1.0416 -6.7587 -1.4176
H -1.3265 -4.1084 0.5764
C -1.5717 1.2480 2.6978
C 4.1731 0.9084 -0.1229
C -3.9113 1.2842 3.3288
C -0.1361 3.5176 -0.3998
H 4.8821 0.0963 -0.0529
H -6.7203 1.2491 1.4750
C -2.9373 1.2460 2.3006
C -5.6605 1.2446 1.6930
H -2.1715 4.2175 -0.3804
C 1.2104 3.9471 -0.3305
C 2.2765 2.9184 -0.2797
H 1.1800 -1.6193 -1.7206
C 0.5127 6.2576 -0.2725
C -0.8146 5.8607 -0.3046
Y -0.4958 1.3183 -0.2272
C -4.7440 1.2158 0.6766
H 5.6380 2.4816 -0.1439
H -5.0669 1.1998 -0.3558
C -3.3539 1.2108 0.9315
H 2.3398 -3.2438 -2.3114
O -2.5163 1.1716 -0.0639
H 0.7661 7.3089 -0.2370
H -1.3874 1.3218 3.7764
N -0.3870 -1.1134 -0.3848
C 2.8200 0.6601 -0.1544
*
```

Output
Frontier orbital gap, eV: 7.617
E_HOMO, eV: -11.15

natural (NBO) charges in e: H 0.2036; C 0.2337; C -0.1221; N -0.3463; Cl 0.0376; H 0.2258; C -0.0553; C -0.2345; C -0.1989; O -0.7118; C 0.2177; H 0.2421; C -0.0641; C -0.1894; C 0.2508; H 0.2344; C -0.2311; C -0.0982; C -0.1600; N -0.6167; H 0.1907; H 0.2450; H 0.2200; C -0.2540; N -0.2481; H 0.2317; C -0.1169; H 0.2352; C -0.1331; H 0.2405; C 0.4712; C -0.2659; C -0.1311; C -0.6574; H 0.2361; H 0.2424; C -0.3104; C -0.1396; H 0.2018; C -0.0244; C 0.2338; H 0.2167; C -0.2030; C -0.1936; Y 2.2498; C -0.2370; H 0.2346; H 0.2317; C 0.4254; H 0.2190; O -0.8681; H 0.2230; H 0.1668; N -0.6161; C 0.0658


In the order shown, the computed E values come out to -2677.9869 -5391.9884 -2372.9961 -1946.3313 hartree.